(1)
A 5-piece molecular cluster, C45H96F3N4O3S overall at a distorted geometry. Source: OMol25; level of theory: ωB97M-V/def2-TZVPD.

```
152
Properties=species:S:1:pos:R:3:forces:R:3:lowdin_charge:R:1
C -0.439155 1.405504 -6.129779 -0.050 -0.495 0.024 -0.098
C -1.875894 1.923604 -6.132243 0.212 0.016 -0.140 -0.232
C -2.819916 1.189560 -5.173959 -0.047 0.865 -0.001 -0.186
C -2.881477 -0.297368 -5.444193 -0.332 -0.015 -0.020 -0.096
N -3.350235 -1.147724 -4.275890 0.663 0.211 -0.153 -0.212
C -4.711081 -0.714335 -3.792380 -0.269 0.008 0.869 -0.073
C -5.735345 -1.685580 -4.407387 0.116 0.385 -0.103 -0.115
C -4.939624 -2.491205 -5.425320 0.367 -0.266 0.468 -0.134
C -3.564158 -2.553215 -4.761501 -0.413 -0.092 -1.016 -0.101
C -2.306920 -1.101207 -3.182666 -0.219 0.032 0.303 -0.119
C -0.997128 -1.801867 -3.489545 0.743 -0.030 -0.107 -0.209
C -0.288124 -2.301055 -2.225292 -0.900 -0.107 0.305 -0.086
H 0.261492 2.148698 -6.502629 0.007 0.002 -0.028 0.072
H -0.332437 0.510896 -6.749604 0.035 0.128 -0.102 0.076
H -0.118867 1.092068 -5.128785 -0.016 0.279 0.062 0.061
H -2.297861 1.886463 -7.139939 0.117 -0.087 -0.037 0.120
H -1.876409 2.984082 -5.877078 -0.104 -0.039 0.157 0.113
H -3.790382 1.666764 -5.332217 -0.142 -0.295 0.152 0.120
H -2.542775 1.436143 -4.147282 0.154 -0.151 0.014 0.112
H -1.918532 -0.711994 -5.731846 0.031 0.040 -0.018 0.122
H -3.594813 -0.449795 -6.250161 0.144 -0.206 -0.088 0.139
H -4.716438 -0.822550 -2.707184 0.130 -0.070 -0.035 0.129
H -4.871088 0.347345 -3.947840 0.084 -0.034 -0.482 0.127
H -6.067605 -2.327902 -3.594989 -0.312 -0.110 -0.191 0.123
H -6.578823 -1.162507 -4.849635 -0.092 -0.059 0.119 0.127
H -5.328873 -3.489464 -5.608724 -0.084 0.015 0.036 0.132
H -4.845213 -1.991386 -6.386068 -0.212 0.000 -0.053 0.113
H -3.533565 -3.241633 -3.919831 0.005 0.082 0.114 0.151
H -2.809480 -2.810905 -5.498801 0.255 -0.030 0.234 0.135
H -2.791235 -1.518913 -2.298391 0.093 -0.126 -0.050 0.132
H -2.100832 -0.056668 -2.975239 -0.193 0.072 0.153 0.111
H -0.309242 -1.119164 -3.998672 -0.181 0.015 -0.152 0.101
H -1.115141 -2.657120 -4.150821 -0.197 -0.036 -0.044 0.108
H -0.996004 -2.870195 -1.613387 0.126 -0.162 -0.097 0.082
H 0.023319 -1.500274 -1.554275 0.291 0.107 -0.226 0.048
H 0.528505 -2.964491 -2.500698 0.193 0.157 0.090 0.081
C -7.512886 -2.265108 6.799619 -0.213 -0.377 -0.658 -0.087
C -6.957737 -3.498551 6.075774 -0.288 -0.417 0.294 -0.243
C -5.908483 -3.194670 5.016978 0.726 -0.935 -0.314 -0.189
C -4.702921 -2.539967 5.648840 0.413 0.608 0.578 -0.132
N -3.532728 -2.294528 4.733117 -0.529 0.127 -0.441 -0.209
C -2.985513 -3.596110 4.197650 0.026 -0.162 -0.231 -0.091
C -1.476530 -3.425112 4.164045 -0.260 -0.189 0.004 -0.141
C -1.191336 -2.570424 5.396858 -0.435 -0.008 -0.282 -0.117
C -2.390371 -1.624142 5.459915 0.210 0.387 0.513 -0.079
C -3.931760 -1.435834 3.574657 0.072 -0.404 -1.529 -0.146
C -4.696010 -0.154998 3.869992 0.390 -0.333 0.035 -0.210
C -4.457392 0.901237 2.820169 0.133 0.761 -0.358 -0.088
H -8.472487 -2.497947 7.256244 0.141 -0.053 0.295 0.080
H -7.740503 -1.486283 6.065963 0.202 0.152 0.117 0.078
H -6.815317 -1.904116 7.550913 -0.108 0.198 0.067 0.073
H -7.755962 -4.100713 5.636197 -0.094 0.346 -0.234 0.115
H -6.532552 -4.208140 6.795633 0.150 0.234 0.083 0.116
H -6.291145 -2.654234 4.150553 -0.188 0.390 0.291 0.114
H -5.552469 -4.141657 4.585280 -0.233 -0.023 0.101 0.117
H -4.267379 -3.131052 6.459953 -0.319 -0.237 -0.045 0.151
H -4.942193 -1.578685 6.105552 -0.095 0.044 -0.195 0.125
H -3.404769 -3.795460 3.214784 -0.099 0.087 0.020 0.137
H -3.323638 -4.395589 4.855808 0.220 0.057 0.164 0.139
H -1.179270 -2.915661 3.245921 0.025 0.010 0.014 0.087
H -1.027009 -4.417066 4.190731 0.243 0.109 0.017 0.126
H -0.280820 -1.989993 5.279697 0.137 -0.118 0.280 0.117
H -1.182828 -3.193617 6.290069 0.313 0.056 0.044 0.125
H -2.186225 -0.670244 4.978062 0.011 -0.119 -0.208 0.123
H -2.700889 -1.396713 6.478422 -0.042 -0.143 -0.002 0.137
H -4.541710 -2.041765 2.897650 -0.217 -0.153 0.382 0.133
H -3.032729 -1.318105 2.961512 0.165 0.509 0.464 0.111
H -4.395935 0.287633 4.821198 -0.248 -0.201 0.186 0.123
H -5.748323 -0.435824 3.862405 -0.117 0.304 0.497 0.111
H -4.655735 0.582899 1.795468 -0.087 -0.188 0.074 0.077
H -3.435965 1.285202 2.846807 0.049 -0.212 0.052 0.067
H -5.098151 1.760250 3.025199 -0.082 -0.058 -0.082 0.088
C 2.380731 0.835668 -2.078190 -0.042 0.731 0.110 -0.084
C 3.823138 0.358610 -2.057624 0.050 -0.528 0.224 -0.235
C 4.004320 -1.034717 -1.442395 -0.115 -0.300 0.011 -0.176
C 3.717237 -1.007462 0.048633 -0.374 0.421 -0.098 -0.131
N 3.684944 -2.340735 0.742767 0.007 -0.388 0.444 -0.187
C 3.597535 -2.086801 2.244765 -0.005 0.417 0.411 -0.071
C 2.349344 -2.769893 2.774403 -0.270 -0.121 -0.015 -0.123
C 1.924995 -3.734452 1.680575 -0.859 -0.459 -0.279 -0.143
C 2.425505 -3.126963 0.385858 0.167 -0.039 -0.271 -0.074
C 4.919284 -3.149375 0.452409 0.596 0.098 -0.526 -0.136
C 4.955462 -4.570012 0.997252 0.090 0.488 0.639 -0.224
C 6.339825 -5.185364 0.768239 -0.180 0.472 0.304 -0.070
H 1.728685 0.155045 -2.625832 0.014 -0.005 -0.082 0.071
H 2.346658 1.826602 -2.547925 -0.139 -0.203 -0.223 0.058
H 1.943181 0.999003 -1.092138 0.064 -0.288 0.139 0.052
H 4.449071 1.056319 -1.490208 0.041 0.096 -0.169 0.100
H 4.199777 0.300333 -3.079437 0.110 0.196 0.025 0.117
H 5.018477 -1.402136 -1.607504 0.033 0.246 -0.120 0.112
H 3.347538 -1.740357 -1.965238 -0.089 0.030 0.119 0.124
H 2.741847 -0.571423 0.273596 -0.035 -0.040 -0.151 0.094
H 4.436932 -0.354737 0.548849 0.266 -0.348 0.048 0.144
H 4.507458 -2.431268 2.728055 0.061 -0.126 -0.187 0.132
H 3.548318 -1.010981 2.387558 -0.027 0.018 -0.017 0.130
H 2.494456 -3.256623 3.736858 0.210 -0.015 -0.034 0.128
H 1.544657 -2.047083 2.902721 0.081 0.180 0.003 0.100
H 2.259871 -4.767591 1.764540 0.406 0.162 0.348 0.114
H 0.835268 -3.813812 1.666831 0.031 0.140 -0.185 0.110
H 2.697424 -3.895896 -0.332769 0.017 0.131 -0.164 0.132
H 1.719020 -2.441700 -0.076939 -0.033 0.121 0.201 0.108
H 5.752731 -2.568836 0.858299 -0.042 -0.060 0.136 0.148
H 5.085839 -3.144215 -0.625542 -0.308 -0.169 0.020 0.124
H 4.154015 -5.192988 0.605349 0.076 -0.006 -0.222 0.108
H 4.792266 -4.489409 2.077973 -0.051 -0.308 -0.032 0.115
H 6.655744 -5.100224 -0.270348 -0.055 -0.287 -0.062 0.084
H 6.344885 -6.214130 1.115500 0.075 -0.110 -0.244 0.086
H 7.072331 -4.643141 1.370397 0.034 -0.038 -0.045 0.085
C 1.060831 4.110643 2.313070 -0.081 0.229 -0.307 -0.082
C 1.693579 3.368188 1.135184 -0.092 -0.441 0.515 -0.256
C 3.065256 3.890959 0.693860 0.271 -0.297 0.836 -0.179
C 2.986216 5.176070 -0.105512 -0.684 -0.254 -0.624 -0.094
N 4.106927 5.415630 -1.085765 0.640 0.010 0.429 -0.210
C 5.451667 5.154959 -0.443109 0.458 -1.183 -0.218 -0.119
C 5.721513 6.345818 0.402545 -0.039 1.197 0.102 -0.133
C 5.252897 7.532042 -0.478020 0.131 -0.648 0.270 -0.105
C 4.230320 6.877090 -1.411708 -0.532 1.324 -1.362 -0.106
C 3.990033 4.588116 -2.332747 -0.040 -0.250 -0.072 -0.130
C 2.717068 4.799635 -3.125835 -0.521 0.358 0.396 -0.236
C 2.843119 4.266577 -4.546628 1.016 0.214 0.143 -0.076
H 0.150443 3.594558 2.616462 -0.001 0.026 0.042 0.073
H 0.773873 5.124433 2.018884 0.001 0.006 0.112 0.078
H 1.712614 4.185149 3.183859 0.104 -0.078 -0.061 0.081
H 0.943067 3.324419 0.338179 0.321 0.116 -0.284 0.107
H 1.844286 2.324376 1.424651 -0.087 0.028 0.028 0.092
H 3.610144 3.071987 0.211184 -0.228 0.252 -0.619 0.100
H 3.658735 4.023489 1.608147 -0.082 0.268 -0.052 0.125
H 2.869834 6.079690 0.486392 0.212 -0.110 0.265 0.145
H 2.082060 5.107515 -0.712253 0.051 0.240 -0.052 0.122
H 6.159442 5.003053 -1.262078 0.043 0.626 -0.061 0.147
H 5.525327 4.197227 0.073565 -0.678 0.083 0.134 0.132
H 6.761805 6.402964 0.711376 0.005 0.045 -0.016 0.134
H 5.095055 6.394884 1.293435 0.154 -0.537 0.170 0.120
H 6.072696 7.965073 -1.044428 -0.034 0.042 -0.038 0.125
H 4.801062 8.297394 0.144401 0.025 0.153 -0.112 0.121
H 4.496859 6.972254 -2.468383 0.559 -0.359 0.164 0.138
H 3.274956 7.406740 -1.452515 -0.234 -0.504 0.696 0.142
H 4.114571 3.546287 -2.031225 -0.041 -0.010 -0.030 0.122
H 4.845697 4.865455 -2.948341 0.061 -0.031 0.051 0.140
H 2.487793 5.870332 -3.143002 0.090 -0.002 -0.215 0.118
H 1.856808 4.369989 -2.604392 0.105 -0.287 -0.116 0.104
H 3.282034 3.265197 -4.568574 -0.541 -0.218 0.072 0.076
H 3.604942 4.849678 -5.075676 -0.315 0.194 -0.104 0.089
H 1.901417 4.332236 -5.078529 -0.010 -0.184 -0.106 0.078
C -1.592233 0.749381 0.256161 -0.235 0.264 0.834 -0.655
F -0.916347 1.069303 -0.850131 -0.092 -0.181 -0.320 0.115
F -1.860236 1.885617 0.905999 0.110 0.068 -0.100 0.127
F -2.766077 0.204637 -0.087580 0.030 -0.113 -0.279 0.114
S -0.607062 -0.382233 1.348260 1.136 -0.691 0.310 0.449
O -0.956231 -0.074713 2.713930 -0.439 0.304 -0.039 -0.301
O -0.960837 -1.730311 0.943525 -0.287 0.111 -0.284 -0.325
O 0.754331 -0.008568 0.990643 -0.012 0.058 -0.101 -0.340
```
Forces are in eV/Å.

Net charge: +3
Electronic energy in Eh: -2913.955817
Maximum force in eV Å⁻¹: 2.0
ΔE to the lowest compared entry with this formula, charge and spin in kJ/mol: 0.0
HOMO-LUMO gap in hartree: 0.3849



(2)
A 2-piece molecular cluster, C5H10N2O2 overall at a distorted geometry. Source: OMol25; level of theory: ωB97M-V/def2-TZVPD.

```
19
Properties=species:S:1:pos:R:3:forces:R:3:lowdin_charge:R:1
C 1.989480 -0.391520 0.626051 0.026 -0.350 0.203 -0.036
N 1.798738 0.542330 -0.470170 -0.547 0.042 0.414 -0.159
C 2.608644 0.460572 -1.508619 0.284 0.290 -0.049 -0.324
N 3.373337 0.502167 -2.367235 0.286 -0.184 -0.538 0.148
C 0.478727 1.092970 -0.680486 0.042 -0.109 0.091 -0.121
C -0.561876 0.094031 -1.141736 0.350 -0.768 -0.840 -0.253
O -0.354254 -1.090010 -1.350135 -0.031 1.217 0.005 0.026
H 1.469867 -0.007767 1.504614 0.083 0.015 -0.025 0.091
H 3.055671 -0.479084 0.833910 -0.076 0.055 0.054 0.096
H 1.594732 -1.386099 0.395051 0.023 0.101 -0.009 0.088
H 0.535935 1.893328 -1.425543 -0.034 -0.064 0.056 0.138
H 0.124050 1.531138 0.259209 -0.013 0.000 -0.149 0.130
H -1.526720 0.572201 -1.398674 -0.082 -0.163 0.130 0.130
C -2.757839 -0.407646 1.236170 -0.069 -0.198 0.102 -0.137
O -1.358999 -0.467634 1.025108 0.621 -1.533 -0.433 -0.177
H -3.056797 -1.075753 2.048934 -0.085 0.063 -0.049 0.080
H -3.312409 -0.671863 0.331853 -0.039 0.030 0.007 0.084
H -2.996892 0.618632 1.515850 -0.004 -0.072 -0.007 0.084
H -1.103394 -1.329992 0.565849 -0.736 1.629 1.039 0.111
```
Forces are in eV/Å.

Net charge: 0
Electronic energy in Eh: -456.443528
Maximum force in eV Å⁻¹: 2.1
ΔE to the lowest compared entry with this formula, charge and spin in kJ/mol: 290.6
HOMO-LUMO gap in hartree: 0.3583



Number 1: HOMO energy -15.55 eV. Number 2: HOMO energy -9.18 eV.